#a
Entry from the OMol25 dataset: a single C6H9I molecule (wB97M-V/def2-TZVPD).

E_LUMO, eV: 0.60
Orbital gap, eV: 9.262
E_HOMO, eV: -8.7
SMILES string: C[C@H]1[C@@]2(C)C[C@]12I

Last column: Löwdin charge in e.
Positions of all 16 atoms, in Å:
C: -0.399 0.281 -1.403  -0.08
C: -0.035 -0.745 0.588  -0.29
C: 0.122 0.609 -0.032  -0.38
C: -1.161 -0.144 -0.190  -0.79
C: 0.684 -2.005 0.176  -0.07
C: 0.495 1.940 0.513  -0.03
I: -3.138 0.280 0.374  0.81
H: -0.803 1.118 -1.965  0.11
H: 0.081 -0.453 -2.036  0.09
H: -0.213 -0.750 1.774  0.18
H: 0.777 -2.086 -0.902  0.07
H: 0.141 -2.876 0.541  0.08
H: 1.680 -2.023 0.614  0.08
H: -0.268 2.677 0.263  0.08
H: 1.441 2.277 0.089  0.08
H: 0.597 1.900 1.594  0.08



#b
Entry from the OMol25 dataset: a molecular structure, C6H9I (wB97M-V/def2-TZVPD).

E_LUMO (alpha / beta), eV: -1.60 / -1.65
Orbital gap (alpha / beta), eV: 6.503 / 6.433
E_HOMO (alpha / beta), eV: -8.1 / -8.1

Last column: Löwdin charge in e.
Positions of all 16 atoms, in Å:
C: -0.130 1.176 -1.264  -0.01
C: 0.552 1.608 -0.174  -0.04
C: -0.158 -0.222 -0.856  -0.32
C: 0.643 0.222 0.361  -0.28
C: -1.574 -0.978 -0.694  -0.02
C: 0.556 -0.277 1.763  -0.09
I: 3.638 -0.238 -0.296  -0.11
H: -0.636 1.856 -1.946  0.13
H: 0.729 2.606 0.140  0.10
H: 0.457 -0.918 -1.473  0.13
H: -1.623 -1.577 0.172  0.04
H: -1.668 -1.730 -1.547  0.10
H: -2.384 -0.258 -0.662  0.07
H: 1.427 0.131 2.400  0.11
H: 0.498 -1.462 1.853  0.13
H: -0.326 0.060 2.222  0.06



So which one wins? Going from most stable to least: #a, #b.